Below is a structure of composition C25H27BrF32NO10S2 in a non-equilibrium geometry, with properties calculated with ωB97M-V/def2-TZVPD.

Element x y z (Å)
C (1.85, 1.84, -0.93)
C (0.40, 2.09, -0.52)
O (-0.10, 3.09, -1.36)
C (-1.31, 3.59, -0.87)
C (-2.48, 2.65, -1.21)
O (-3.66, 3.38, -1.46)
C (-4.62, 3.22, -0.49)
S (-6.17, 2.43, -1.06)
O (-7.13, 2.48, 0.02)
O (-6.63, 3.30, -2.11)
N (-6.08, 0.94, -1.75)
S (-5.34, -0.26, -0.92)
O (-6.15, -1.43, -1.09)
O (-4.04, -0.52, -1.51)
Br (-5.26, 0.07, 1.28)
H (1.99, 0.85, -1.29)
H (2.10, 2.52, -1.73)
H (2.51, 2.01, -0.10)
H (0.38, 2.37, 0.52)
H (-0.14, 1.16, -0.62)
H (-1.45, 4.56, -1.29)
H (-1.23, 3.66, 0.21)
H (-2.57, 1.89, -0.45)
H (-2.22, 2.13, -2.12)
H (-4.24, 2.78, 0.41)
H (-4.95, 4.21, -0.21)
C (6.17, 0.49, 2.77)
C (5.33, 1.08, 1.62)
C (5.99, 2.08, 0.67)
F (6.38, 3.21, 1.29)
F (5.10, 2.44, -0.28)
F (4.19, 1.60, 2.13)
F (4.96, 0.02, 0.85)
O (6.02, 1.04, 4.08)
C (6.75, 2.13, 4.52)
C (5.85, 3.31, 4.86)
F (5.14, 3.71, 3.79)
F (6.61, 4.35, 5.27)
F (7.71, 2.44, 3.64)
F (7.38, 1.74, 5.64)
H (5.81, -0.53, 2.89)
H (7.22, 0.40, 2.50)
H (6.86, 1.64, 0.17)
H (5.15, 3.04, 5.65)
C (-8.75, 1.37, 3.72)
C (-7.40, 1.31, 4.48)
C (-6.80, -0.07, 4.77)
F (-7.58, -0.82, 5.58)
F (-5.61, 0.08, 5.41)
F (-7.50, 2.03, 5.62)
F (-6.51, 1.95, 3.70)
O (-9.95, 1.59, 4.47)
C (-10.67, 0.55, 5.02)
C (-10.73, 0.67, 6.55)
F (-9.51, 0.63, 7.09)
F (-11.44, -0.37, 7.05)
F (-10.21, -0.63, 4.61)
F (-11.92, 0.66, 4.55)
H (-8.67, 2.27, 3.11)
H (-8.86, 0.55, 3.01)
H (-6.62, -0.62, 3.84)
H (-11.21, 1.60, 6.84)
C (-1.52, -3.10, -5.52)
C (-0.09, -2.99, -4.96)
C (0.74, -4.27, -4.79)
F (0.21, -5.13, -3.91)
F (1.98, -3.95, -4.31)
F (-0.13, -2.31, -3.81)
F (0.61, -2.22, -5.84)
O (-2.61, -3.07, -4.62)
C (-3.08, -4.21, -4.01)
C (-2.97, -4.14, -2.48)
F (-1.69, -3.98, -2.08)
F (-3.42, -5.29, -1.93)
F (-2.47, -5.29, -4.53)
F (-4.37, -4.31, -4.32)
H (-1.65, -2.20, -6.11)
H (-1.61, -3.93, -6.23)
H (0.87, -4.78, -5.75)
H (-3.56, -3.30, -2.08)
C (7.24, -2.78, -3.26)
C (7.61, -3.42, -1.91)
C (7.01, -2.81, -0.64)
F (7.40, -1.54, -0.44)
F (7.42, -3.52, 0.45)
F (8.95, -3.48, -1.80)
F (7.17, -4.70, -1.96)
O (8.17, -1.88, -3.87)
C (8.17, -0.53, -3.59)
C (9.49, -0.09, -2.95)
F (9.72, -0.73, -1.80)
F (9.44, 1.23, -2.68)
F (7.10, -0.19, -2.85)
F (8.04, 0.11, -4.76)
H (7.21, -3.62, -3.96)
H (6.23, -2.38, -3.26)
H (5.92, -2.85, -0.66)
H (10.32, -0.29, -3.63)

Output
* spin multiplicity: 1
* net charge: -1
* gap between HOMO and LUMO: 7.798 eV
* energy: -227000.24015 eV